# 1
Molecular formula: C6H4F18N4O12S6
Method: DFT, wB97M-V/def2-TZVPD

Structure (ORCA input):
```
! wB97M-V def2-TZVPD RIJCOSX def2/J DEFGRID3
* xyz -2 1
N -0.009 -0.535 0.215
H 0.996 -0.278 0.251
H -0.658 0.025 0.818
H -0.132 -1.536 0.303
H -0.353 -0.317 -0.761
C -3.807 -0.268 0.410
F -3.255 -1.130 -0.446
F -3.599 0.993 0.073
F -5.101 -0.545 0.448
S -3.119 -0.456 2.141
O -4.144 -0.164 3.091
O -2.621 -1.823 2.168
N -1.715 0.562 2.118
S -2.127 1.765 3.080
O -3.323 2.435 2.613
O -2.138 1.527 4.534
C -0.738 2.990 2.752
F -0.981 4.187 3.273
F 0.368 2.399 3.245
F -0.556 3.150 1.457
C 2.690 -2.870 1.393
F 2.949 -3.347 0.181
F 1.379 -2.708 1.590
F 3.153 -3.785 2.247
S 3.523 -1.226 1.688
O 3.398 -0.924 3.100
O 4.876 -1.560 1.264
N 2.847 -0.259 0.490
S 3.436 1.133 0.791
O 2.407 1.952 1.365
O 4.731 1.268 1.396
C 3.746 1.941 -0.943
F 4.940 1.559 -1.405
F 2.805 1.696 -1.876
F 3.828 3.272 -0.815
C -0.687 -3.272 -1.943
F 0.589 -3.326 -1.584
F -1.084 -4.457 -2.406
F -1.379 -3.010 -0.838
S -0.938 -1.945 -3.324
O 0.207 -2.128 -4.197
O -2.218 -2.218 -3.954
N -0.819 -0.522 -2.412
S -1.556 0.584 -3.279
O -1.343 0.609 -4.720
O -2.892 0.856 -2.782
C -0.555 2.158 -2.774
F -1.301 3.237 -2.923
F -0.176 2.080 -1.485
F 0.457 2.230 -3.627
*
```

Properties
max |F| = 4.9 eV/Å
highest occupied orbital energy = -5.142 eV
relative energy (zero: lowest compared OMol25 entry of this formula, charge and spin) = 40.74 kcal/mol
gap between HOMO and LUMO = 9.5865 eV
energy = -5539.70397 Eh

Partial charges, natural (NBO), in e:
1 N -0.9443
2 H 0.4566
3 H 0.4663
4 H 0.4246
5 H 0.4555
6 C 0.7508
7 F -0.3053
8 F -0.2910
9 F -0.3119
10 S 2.1459
11 O -0.8914
12 O -0.9530
13 N -1.1956
14 S 2.1764
15 O -0.9664
16 O -0.9307
17 C 0.7515
18 F -0.3104
19 F -0.3114
20 F -0.3087
21 C 0.7503
22 F -0.3030
23 F -0.3259
24 F -0.3110
25 S 2.1442
26 O -0.8821
27 O -0.9462
28 N -1.1952
29 S 2.2169
30 O -0.9508
31 O -0.9185
32 C 0.7333
33 F -0.3254
34 F -0.3231
35 F -0.3247
36 C 0.7584
37 F -0.3139
38 F -0.3124
39 F -0.3166
40 S 2.1476
41 O -0.9180
42 O -0.9051
43 N -1.2115
44 S 2.1800
45 O -0.9247
46 O -0.9323
47 C 0.7487
48 F -0.3124
49 F -0.3245
50 F -0.3099


# 2
Molecular formula: C15H21F5FeIO2P2S
Method: DFT, wB97M-V/def2-TZVPD

Structure (ORCA input):
```
! wB97M-V def2-TZVPD RIJCOSX def2/J DEFGRID3
* xyz 2 6
C 0.216 -1.747 -3.297
C 0.200 -0.361 -2.764
H 0.239 -1.708 -4.401
H -0.667 -2.320 -2.964
H 1.107 -2.288 -2.939
O 0.221 0.667 -3.422
I -0.012 -3.463 1.528
Fe 0.207 -0.263 -0.677
P 2.458 -0.382 -0.920
C 3.338 1.089 -0.282
C 3.222 -1.721 0.081
H 4.195 -1.985 -0.356
H 4.398 -0.361 -2.425
H 2.564 -2.602 0.100
H 3.182 -1.578 -2.929
H 3.052 1.234 0.764
H 3.363 -1.380 1.116
C 3.320 -0.561 -2.540
H 4.425 0.944 -0.365
H 2.888 0.157 -3.254
H 3.034 1.973 -0.855
P -2.027 -0.366 -0.884
C -2.883 1.068 -0.151
C -2.857 -0.476 -2.503
H -2.133 -2.584 0.097
H -3.753 -2.019 -0.470
H -3.020 -1.387 1.047
C -2.820 -1.731 0.028
H -2.807 -1.518 -2.842
H -3.903 -0.160 -2.405
H -3.852 1.209 -0.664
H -2.241 1.956 -0.262
H -2.329 0.176 -3.215
H -3.048 0.830 0.909
C 0.194 1.532 -0.790
O 0.348 2.689 -0.764
F -1.203 3.151 5.763
C -0.982 2.396 4.669
C 0.171 2.574 3.907
F 0.999 3.609 4.171
C 0.486 1.646 2.916
F 1.626 1.864 2.203
C -0.321 0.524 2.645
S 0.178 -0.719 1.484
C -1.525 0.421 3.372
F -2.423 -0.569 3.104
C -1.839 1.333 4.373
F -2.992 1.207 5.064
*
```

Properties
max |F| = 9.0 eV/Å
highest occupied orbital energy (alpha / beta) = -15.209 / -15.450 eV
relative energy (zero: lowest compared OMol25 entry of this formula, charge and spin) = 0.00 kcal/mol
gap between HOMO and LUMO (alpha / beta) = 7.9144 / 4.6693 eV
energy = -3875.55074 Eh

Partial charges, natural (NBO), in e:
1 C -0.7789
2 C 0.4763
3 H 0.2840
4 H 0.2569
5 H 0.2575
6 O -0.5031
7 I 0.4659
8 Fe 0.5720
9 P 0.9595
10 C -0.9424
11 C -0.9415
12 H 0.2734
13 H 0.2732
14 H 0.2344
15 H 0.2489
16 H 0.2613
17 H 0.2636
18 C -0.9329
19 H 0.2710
20 H 0.2640
21 H 0.2578
22 P 0.9866
23 C -0.9388
24 C -0.9406
25 H 0.2176
26 H 0.2752
27 H 0.2683
28 C -0.9409
29 H 0.2524
30 H 0.2696
31 H 0.2759
32 H 0.2453
33 H 0.2640
34 H 0.2535
35 C 0.4647
36 O -0.3885
37 F -0.2389
38 C 0.3443
39 C 0.2939
40 F -0.2525
41 C 0.3568
42 F -0.2988
43 C -0.3460
44 S -0.0518
45 C 0.3384
46 F -0.2963
47 C 0.3266
48 F -0.2609


# 3
Molecular formula: C8H14NP
Method: DFT, wB97M-V/def2-TZVPD

Structure (ORCA input):
```
! wB97M-V def2-TZVPD RIJCOSX def2/J DEFGRID3
* xyz 0 1
C 1.353 -0.013 -0.011
C 0.696 1.206 0.314
C -0.949 -0.787 -0.075
C 0.490 -1.151 -0.512
C -1.381 0.591 -0.524
C 1.410 2.240 1.166
C 0.763 -2.648 -0.252
C -2.722 1.053 -0.100
N -0.472 1.523 -0.016
P 3.050 -0.129 -0.070
H -1.622 -1.466 -0.567
H -1.083 -0.697 0.986
H 0.538 -0.989 -1.597
H -1.333 0.584 -1.623
H 2.487 2.138 0.870
H 1.121 2.071 2.218
H 1.254 3.271 0.853
H 0.741 -2.910 0.827
H 1.673 -3.240 -0.623
H -0.077 -3.111 -0.688
H -3.238 1.337 -0.973
H -2.588 2.025 0.521
H -3.291 0.420 0.487
H 3.181 -1.318 -0.612
*
```

Properties
max |F| = 3.7 eV/Å
highest occupied orbital energy = -8.769 eV
relative energy (zero: lowest compared OMol25 entry of this formula, charge and spin) = 25.32 kcal/mol
SMILES string = [H]/P=C1/C(C)=N[C@H](C)C[C@@H]1C
gap between HOMO and LUMO = 8.3282 eV
energy = -709.23887 Eh

Partial charges, natural (NBO), in e:
1 C -0.3564
2 C 0.2090
3 C -0.3977
4 C -0.2763
5 C -0.0897
6 C -0.6462
7 C -0.6079
8 C -0.6088
9 N -0.3894
10 P 0.4412
11 H 0.2082
12 H 0.2045
13 H 0.2178
14 H 0.1888
15 H 0.2135
16 H 0.2316
17 H 0.2332
18 H 0.2125
19 H 0.2222
20 H 0.2125
21 H 0.2131
22 H 0.2323
23 H 0.2074
24 H -0.0756


# 4
Molecular formula: C27H44FN2O4SiTi
Method: DFT, wB97M-V/def2-TZVPD

Structure (ORCA input):
```
! wB97M-V def2-TZVPD RIJCOSX def2/J DEFGRID3
* xyz 0 2
Ti -0.263 -0.559 -0.104
C -4.216 1.850 -0.465
N -3.268 2.316 0.544
C -3.826 3.189 1.568
C -2.174 1.581 0.770
O -1.895 0.600 0.074
C -1.207 2.002 1.877
O -0.006 1.276 1.798
C 1.131 2.041 1.463
C 1.171 2.295 -0.045
O 0.408 1.663 -0.768
N 1.998 3.242 -0.527
C 3.039 3.882 0.257
C 2.020 3.521 -1.955
H -4.710 2.719 -0.895
H -3.685 1.305 -1.239
H -4.956 1.187 -0.009
H -4.428 3.955 1.085
H -4.454 2.613 2.254
H -3.045 3.690 2.134
H -1.028 3.078 1.783
H -1.676 1.810 2.844
H 1.125 2.980 2.024
H 2.004 1.462 1.762
H 2.895 3.734 1.322
H 4.020 3.483 -0.012
H 3.036 4.955 0.059
H 1.301 2.882 -2.457
H 1.774 4.571 -2.125
H 3.014 3.323 -2.359
C -1.424 -2.645 0.364
C -2.466 -1.942 1.011
C -1.985 -1.441 2.233
C -0.632 -1.825 2.357
C -0.290 -2.599 1.222
C 0.917 -3.473 1.087
C 0.280 -1.514 3.502
C -2.775 -0.634 3.214
C -3.843 -1.779 0.452
C -1.635 -3.612 -0.765
H 0.713 -4.484 1.458
H 1.766 -3.083 1.647
H 1.248 -3.570 0.053
H 0.134 -2.184 4.355
H 0.142 -0.493 3.871
H 1.327 -1.601 3.203
H -3.495 -1.236 3.777
H -3.373 0.158 2.740
H -2.130 -0.154 3.955
H -4.400 -2.722 0.449
H -3.826 -1.427 -0.583
H -4.444 -1.071 1.031
H -2.253 -4.457 -0.443
H -0.693 -4.023 -1.126
H -2.120 -3.157 -1.631
C 4.222 0.077 1.101
Si 3.226 -0.773 -0.249
C 3.543 0.120 -1.855
C 3.877 -2.511 -0.402
O 1.636 -0.724 0.133
H 5.250 -0.296 1.110
H 3.797 -0.125 2.088
H 4.278 1.161 0.969
H 4.531 -0.129 -2.253
H 3.503 1.202 -1.720
H 2.790 -0.151 -2.600
H 4.898 -2.456 -0.793
H 3.285 -3.113 -1.095
H 3.907 -3.034 0.555
F 0.163 -1.184 -6.365
C -0.006 -1.084 -5.021
C -0.767 -0.047 -4.522
C -0.919 0.047 -3.141
C -0.361 -0.864 -2.236
C 0.393 -1.889 -2.823
C 0.587 -2.016 -4.196
H -1.218 0.667 -5.199
H -1.500 0.889 -2.770
H 0.868 -2.631 -2.186
H 1.179 -2.816 -4.620
*
```

Properties
max |F| = 1.7 eV/Å
highest occupied orbital energy (alpha / beta) = -6.183 / -6.613 eV
relative energy (zero: lowest compared OMol25 entry of this formula, charge and spin) = 19.92 kcal/mol
gap between HOMO and LUMO (alpha / beta) = 6.1746 / 6.6034 eV
energy = -2704.64820 Eh

Partial charges, Mulliken, in e:
1 Ti 0.0742
2 C -0.9374
3 N 0.2466
4 C -1.0264
5 C 0.8697
6 O 0.1776
7 C -1.8209
8 O -0.0669
9 C -1.7128
10 C 0.9479
11 O -0.5727
12 N 0.2826
13 C -1.0432
14 C -1.1116
15 H 0.3972
16 H 0.2041
17 H 0.2786
18 H 0.3551
19 H 0.2874
20 H 0.3743
21 H 0.7200
22 H 0.7431
23 H 0.7836
24 H 0.2048
25 H 0.3562
26 H 0.2849
27 H 0.3577
28 H 0.2869
29 H 0.3140
30 H 0.4061
31 C 1.0564
32 C 0.4302
33 C 1.2980
34 C 1.2146
35 C 0.2485
36 C -1.5827
37 C -2.1119
38 C -1.4973
39 C -2.1907
40 C -1.6173
41 H 0.3018
42 H 0.1809
43 H 0.1759
44 H 0.3450
45 H 0.3498
46 H 0.2899
47 H 0.3757
48 H 0.2251
49 H 0.3538
50 H 0.4272
51 H 0.2315
52 H 0.3530
53 H 0.3717
54 H 0.3756
55 H 0.3169
56 C -1.3558
57 Si 1.3431
58 C -0.8600
59 C -1.3497
60 O -1.4630
61 H 0.5106
62 H 0.3154
63 H 0.2297
64 H 0.5804
65 H -0.0419
66 H 0.2183
67 H 0.4918
68 H 0.2856
69 H 0.3180
70 F -0.3720
71 C 0.3070
72 C -0.8088
73 C -0.2868
74 C 0.9275
75 C 0.1553
76 C -0.8633
77 H 0.4513
78 H 0.1592
79 H 0.0697
80 H 0.4566


# 5
Molecular formula: C14H21F5IO2P2Pd
Method: DFT, wB97M-V/def2-TZVPD

Structure (ORCA input):
```
! wB97M-V def2-TZVPD RIJCOSX def2/J DEFGRID3
* xyz 3 5
C 2.077 2.922 -2.196
I 2.374 3.799 0.285
H 1.562 2.079 -2.707
H 3.154 2.818 -2.378
H 1.669 3.871 -2.574
Pd 1.059 1.702 -0.627
P 2.163 -0.357 -0.817
C 3.359 -0.443 0.555
C 1.408 -2.008 -0.777
H 2.124 -2.770 -1.104
H 3.990 -1.156 -2.196
H 0.529 -2.024 -1.424
H 2.555 -0.683 -3.171
H 2.844 -0.721 1.484
H 1.081 -2.222 0.241
C 3.186 -0.414 -2.313
H 4.126 -1.196 0.330
H 3.618 0.576 -2.496
H 3.812 0.547 0.681
P -1.224 2.037 -0.970
C -1.794 3.204 0.297
C -1.563 2.827 -2.552
H -2.391 0.148 -1.773
H -3.524 1.177 -0.837
H -2.277 0.152 -0.009
C -2.504 0.767 -0.880
H -1.538 2.080 -3.356
H -2.551 3.305 -2.513
H -2.821 3.518 0.067
H -1.098 4.047 0.249
H -0.785 3.576 -2.729
H -1.765 2.752 1.297
C 0.481 0.984 1.207
O 0.309 0.976 2.346
F -2.855 -4.971 4.220
C -2.369 -3.994 3.443
C -1.169 -3.368 3.791
F -0.521 -3.727 4.918
C -0.634 -2.391 2.985
F 0.535 -1.781 3.279
C -1.262 -1.922 1.797
O -0.736 -0.998 1.082
C -2.471 -2.610 1.462
F -3.027 -2.259 0.276
C -3.009 -3.605 2.254
F -4.129 -4.244 1.854
*
```

Properties
max |F| = 4.7 eV/Å
highest occupied orbital energy (alpha / beta) = -17.580 / -18.228 eV
relative energy (zero: lowest compared OMol25 entry of this formula, charge and spin) = 7.75 kcal/mol
gap between HOMO and LUMO (alpha / beta) = 7.2655 / 3.4391 eV
energy = -2302.88744 Eh

Partial charges, natural (NBO), in e:
1 C -0.7263
2 I 0.1746
3 H 0.2360
4 H 0.2568
5 H 0.2627
6 Pd 0.3882
7 P 1.0930
8 C -0.9586
9 C -0.9483
10 H 0.2863
11 H 0.2848
12 H 0.2603
13 H 0.2726
14 H 0.2478
15 H 0.2286
16 C -0.9578
17 H 0.2852
18 H 0.2571
19 H 0.2702
20 P 1.1247
21 C -0.9588
22 C -0.9629
23 H 0.2601
24 H 0.2851
25 H 0.2395
26 C -0.9639
27 H 0.2736
28 H 0.2873
29 H 0.2836
30 H 0.2659
31 H 0.2574
32 H 0.2547
33 C 0.5533
34 O -0.4333
35 F -0.1816
36 C 0.3447
37 C 0.4040
38 F -0.1681
39 C 0.5055
40 F -0.2053
41 C 0.2112
42 O -0.4251
43 C 0.4686
44 F -0.1907
45 C 0.4232
46 F -0.1656


# 6
Molecular formula: C15H19N5O4S2
Method: DFT, wB97M-V/def2-TZVPD

Structure (ORCA input):
```
! wB97M-V def2-TZVPD RIJCOSX def2/J DEFGRID3
* xyz 0 1
C -2.732 2.799 0.043
C -1.472 2.043 -0.212
C -1.491 0.760 -0.744
C -0.342 0.025 -0.959
C 0.896 0.581 -0.647
C 0.939 1.878 -0.136
C -0.225 2.588 0.081
H -0.167 3.588 0.485
H 1.897 2.324 0.094
N 2.104 -0.085 -0.842
C 2.292 -1.412 -1.042
O 1.431 -2.258 -1.092
C 3.771 -1.767 -1.213
H 4.289 -1.057 -1.855
H 3.845 -2.778 -1.613
S 4.670 -1.829 0.376
C 5.074 -0.159 0.594
N 4.611 0.879 -0.081
C 5.248 1.932 0.479
N 6.062 1.608 1.447
N 5.955 0.272 1.521
H 6.479 -0.261 2.196
H 5.094 2.939 0.151
H 2.949 0.484 -0.709
H -0.428 -0.968 -1.367
S -3.047 -0.007 -1.197
O -2.799 -1.314 -1.733
O -3.834 0.895 -1.989
N -3.795 -0.122 0.318
C -3.187 -1.146 1.143
H -2.115 -0.950 1.197
C -3.819 -1.077 2.536
H -3.451 -1.888 3.166
O -5.216 -1.229 2.476
C -5.803 -0.249 1.651
H -6.874 -0.457 1.645
C -5.233 -0.308 0.234
H -5.632 0.489 -0.392
H -5.472 -1.280 -0.219
H -5.624 0.751 2.074
H -3.568 -0.109 2.996
H -3.345 -2.141 0.704
H -3.295 2.319 0.842
H -2.518 3.827 0.323
H -3.359 2.781 -0.845
*
```

Properties
max |F| = 1.1 eV/Å
highest occupied orbital energy = -8.619 eV
relative energy (zero: lowest compared OMol25 entry of this formula, charge and spin) = 27.05 kcal/mol
SMILES string = Cc1ccc(NC(=O)CSc2ncn[nH]2)cc1S(=O)(=O)N1CCOCC1
gap between HOMO and LUMO = 8.8819 eV
energy = -1954.11567 Eh

Partial charges, natural (NBO), in e:
1 C -0.6544
2 C 0.0119
3 C -0.3291
4 C -0.2292
5 C 0.2205
6 C -0.2324
7 C -0.1916
8 H 0.2151
9 H 0.2131
10 N -0.6576
11 C 0.6639
12 O -0.5913
13 C -0.6044
14 H 0.2505
15 H 0.2626
16 S 0.3011
17 C 0.1888
18 N -0.5653
19 C 0.1476
20 N -0.2680
21 N -0.3566
22 H 0.4249
23 H 0.2075
24 H 0.4421
25 H 0.2801
26 S 2.3172
27 O -0.9351
28 O -0.9432
29 N -0.6727
30 C -0.2698
31 H 0.2223
32 C -0.0720
33 H 0.2014
34 O -0.5193
35 C -0.0717
36 H 0.2016
37 C -0.2686
38 H 0.2376
39 H 0.1916
40 H 0.1648
41 H 0.1631
42 H 0.2024
43 H 0.2339
44 H 0.2123
45 H 0.2543